Formula: C11H12Cl2F3O12Pb
Source: the OMol25 dataset
Level of theory: the ωB97M-V functional and the def2-TZVPD basis

## Properties
frontier orbital gap: 6.78 eV
E_tot: -2741.8807 a.u.
LUMO energy: -6.328 eV

Geometry as ORCA input:
```
! RIJCOSX wB97M-V def2-TZVPD def2/J DEFGRID3
* xyz 1 1
H -2.66234 4.59848 1.16121
H 7.45341 -1.89935 1.77960
C 5.70593 -1.24314 3.00632
O 5.68405 -1.61058 0.80143
H 6.28688 -0.32254 3.10208
H -2.03856 0.97576 -2.78952
H -2.78379 2.84896 1.20163
O -1.32207 -2.04130 3.90332
Cl -1.67046 3.51217 -0.67646
H -0.16423 -1.06030 2.34629
H -1.64102 3.00438 -4.82562
F -3.16566 2.52466 -3.10041
Pb 2.48451 -1.44733 -1.84821
H -0.54563 1.68474 -4.45938
C -2.52292 1.45033 -3.64198
H 5.67994 -1.71087 3.98796
C -1.11220 -1.08162 2.88182
H -1.16920 0.76667 -0.75728
O -3.19719 -1.90765 2.76229
O -1.94658 1.26747 -5.90504
C -1.57808 1.92037 -4.72418
O -0.79225 0.30572 0.01524
C -2.19764 -1.39231 1.89136
C -2.64833 -2.34529 3.90797
C 4.47388 -1.14691 1.17719
H -1.82735 -2.08662 1.13212
O 0.29356 -0.22941 -1.89308
C -3.05410 0.56812 -5.68092
F 6.16487 -3.39161 2.05419
C -2.93350 3.72508 0.57577
F -1.39981 0.17214 3.35573
O 4.41985 -0.99823 2.50309
O -3.59408 -0.07503 -6.53476
C 0.16705 -0.32054 -0.64711
O -3.47071 0.75015 -4.41741
O 0.99481 -1.02527 -0.00335
C 6.38770 -2.05119 1.93485
H -2.57231 -0.54247 1.33007
O 3.55485 -0.91483 0.42360
O -3.18875 -2.95282 4.77473
Cl -4.55254 3.72200 -0.10520
*
```

Atomic partial charges in e from the natural (NBO) method, atoms 1 to 4: 0.235 0.199 -0.143 -0.477

---

Formula: C11H12Cl32N2O2P
Source: the OMol25 dataset
Level of theory: the ωB97M-V functional and the def2-TZVPD basis

## Properties
frontier orbital gap: 5.80 eV
E_tot: -15753.7293 a.u.
LUMO energy: 1.548 eV

Geometry as ORCA input:
```
! RIJCOSX wB97M-V def2-TZVPD def2/J DEFGRID3
* xyz -1 1
H 1.12299 3.56842 -2.16278
Cl 6.51010 1.31268 2.19667
H -3.65179 4.87419 -2.32400
Cl 3.72346 -4.05988 3.55492
Cl 5.94741 2.36560 4.81283
Cl 1.82386 -5.43543 -2.00758
C 0.75938 2.98184 -1.31627
H -3.43095 1.99653 -0.77322
H -0.39818 2.23546 -3.30230
Cl 1.83896 -5.94905 0.82376
C -6.81396 4.92675 -3.91953
Cl -3.20393 -2.88187 -1.73501
Cl 5.59753 -2.41457 5.00691
Cl -5.53640 6.14271 -3.98195
H 1.48632 4.39766 -0.00308
Cl -1.16196 -1.42709 1.90411
H -2.03915 1.45726 -2.37516
Cl 8.20972 3.35288 3.32220
Cl 2.89938 -0.14833 -2.38159
O -1.65855 3.68585 -2.03937
H -3.09726 2.77728 0.77281
Cl -7.78193 5.03153 -5.40250
C 0.34079 -0.49970 1.98603
Cl -6.11174 3.32679 -3.78240
H 1.50586 2.19505 -1.13004
Cl -6.00480 -5.75363 4.28579
C -2.47742 3.93586 -0.94812
Cl -6.17256 -6.96321 1.67618
N -3.72131 4.60797 -1.34866
C 2.53055 -4.94808 -0.46675
Cl -3.78637 -5.55583 2.45761
Cl -2.30444 -5.09956 -3.34234
Cl -1.31841 -4.76461 -0.65752
C -2.72008 -4.57192 -1.70600
Cl -4.42735 -8.08652 3.67520
O -1.42411 2.04611 -0.23732
C -5.09178 -6.58445 3.02397
Cl 2.12638 -3.26834 -0.17211
Cl 1.51011 -1.38499 3.00001
P -0.83132 2.12222 -1.91874
C 4.49472 0.07998 -1.69967
C 7.22642 1.92835 3.67930
Cl 5.46394 1.12299 -2.74667
Cl 4.32218 0.84520 -0.11353
Cl 4.28058 -5.17501 -0.50276
Cl -4.04510 -5.56349 -1.08542
C -2.69809 2.62052 -0.23642
H -0.23152 0.80038 -1.78043
N 0.61812 3.89832 -0.17533
H -1.92828 4.56192 -0.22119
C 5.15133 -3.03233 3.41026
H 0.37606 3.37155 0.65724
Cl 6.49923 -3.97949 2.76600
Cl -7.85458 5.24447 -2.52771
Cl 4.80200 -1.68789 2.33987
H -3.82036 5.45470 -0.79788
Cl 0.02962 1.07305 2.70788
Cl 8.24915 0.68017 4.40261
Cl 5.30531 -1.48286 -1.51166
Cl 0.99225 -0.30408 0.37082
*
```

Atomic partial charges in e from the natural (NBO) method, atoms 1 to 4: 0.181 0.074 0.367 0.058

---

Formula: C11H12ClFOS
Source: the OMol25 dataset
Level of theory: the ωB97M-V functional and the def2-TZVPD basis

## Properties
frontier orbital gap: 9.07 eV
E_tot: -1459.7701 a.u.
LUMO energy: -0.258 eV
SMILES string: CC(C)S[C@@](F)(Cl)C(=O)c1ccccc1
energy relative to the best compared isomer or geometry (same formula, charge and spin): 0.0 kcal per mole

Geometry as ORCA input:
```
! RIJCOSX wB97M-V def2-TZVPD def2/J DEFGRID3
* xyz 0 1
Cl 2.62671 1.87137 0.88206
H 1.04015 -0.92498 4.83624
C 1.22190 1.07473 0.09815
S 0.81255 -0.55983 1.07895
C 1.52002 0.65887 -1.37279
F 0.15812 2.00779 0.13593
H -0.99698 -0.19461 -0.32233
C 1.32470 -0.93527 3.76147
C -1.98774 -0.46744 -2.18643
H 1.15047 0.57789 -4.16254
H 2.37660 -0.87754 3.53691
C 0.25548 0.29561 -2.06242
H 1.07866 0.99936 2.74480
H -1.28760 1.26487 2.88211
C -0.91849 0.14028 3.15665
C -0.76956 -0.38081 -4.22890
C 0.54093 0.09437 2.82391
H 1.15826 -1.91256 3.30280
H -2.89846 -0.86741 -4.06947
H -2.96675 -0.61997 -1.73079
H -1.23437 -0.11285 4.10525
C 0.26252 0.19100 -3.48608
C -1.92614 -0.64075 -3.57009
H -1.51297 -0.54132 2.40590
C -0.90501 -0.13864 -1.42870
H -0.75104 -0.58130 -5.29848
O 2.62803 0.57913 -1.83212
*
```

Atomic partial charges in e from the natural (NBO) method, atoms 1 to 4: -0.004 0.221 0.163 0.166

---

Formula: C11H12IN2
Source: the OMol25 dataset
Level of theory: the ωB97M-V functional and the def2-TZVPD basis

## Properties
frontier orbital gap: 6.68 eV
E_tot: -833.3274 a.u.
LUMO energy: -4.560 eV
SMILES string: I/C=[NH+]/CCc1c[nH]c2ccccc12
energy relative to the best compared isomer or geometry (same formula, charge and spin): 0.0 kcal per mole

Geometry as ORCA input:
```
! RIJCOSX wB97M-V def2-TZVPD def2/J DEFGRID3
* xyz 1 1
C -2.54436 -0.44856 0.67632
H 1.17251 3.93924 -0.65209
C -0.48481 0.44476 -2.04417
C 1.86322 2.80859 1.04270
C -0.08306 -0.30309 -0.95187
H -0.24472 2.46991 -2.56121
C 1.89621 1.56665 1.67954
H -1.01404 0.11611 -2.91884
C 0.60798 0.60384 -0.07881
H -1.01558 -3.30778 0.50170
C -0.18330 -1.77758 -0.81619
H 2.38142 3.64038 1.49308
H -0.65083 -2.19753 -1.70771
H -1.82454 0.10190 1.26811
H 0.81247 -2.21187 -0.71624
H 1.33345 -0.49423 1.63616
H 2.43545 1.46915 2.60877
C 0.57272 1.87136 -0.70520
N -2.29729 -1.68684 0.36694
H -0.47402 -1.82975 1.33409
N -0.11059 1.73236 -1.88746
C 1.19685 2.98280 -0.15406
H -2.96801 -2.20564 -0.19704
I -4.27332 0.52465 0.11787
C 1.27182 0.46257 1.14012
C -0.97150 -2.22142 0.44642
*
```

Atomic partial charges in e from the natural (NBO) method, atoms 1 to 4: 0.043 0.227 0.018 -0.196